# C2H6N3

A gas-phase ion, C2H6N3 (charge +1) at a distorted geometry (ωB97M-V/def2-TZVPD, the OMol25 dataset).

Its HOMO-LUMO gap is 8.4586 eV. As for the relative energy (zero: lowest compared OMol25 entry of this formula, charge and spin): 525.0 kJ/mol.

```
! RIJCOSX wB97M-V def2-TZVPD def2/J DEFGRID3
* xyz 1 1
C -1.56 -0.13 0.27
C -0.31 -0.92 0.10
N -2.41 0.60 -0.10
N 0.55 -0.13 -0.72
N 1.63 0.54 -0.02
H 0.09 -1.30 1.01
H -0.70 -1.68 -0.48
H -3.04 1.04 -0.61
H 1.33 1.46 0.54
H 2.51 0.85 -0.64
H 1.92 -0.33 0.65
*
```